ORCA calculation (ωB97M-V with the def2-TZVPD basis set) on 4 unconnected molecules or ions with the total composition C32H73BO4.

Summary:
- LUMO energy (eV) = 0.5
- SMILES = CCCCCCCCCCCCCCCCCCBCCO.CCOCC.CCOCC.CCOCC
- total energy (eV) = -43231.276

```
! RIJCOSX wB97M-V def2-TZVPD def2/J DEFGRID3
* xyz 0 1
C 9.16574 -0.18273 1.15593
C 7.97772 0.09274 0.16074
C 6.61693 -0.51877 0.67128
C 5.63792 -0.57585 -0.55088
C 4.35314 -1.40057 -0.22527
C 3.34186 -0.67581 0.73404
C 2.97567 0.76258 0.21637
C 3.53906 1.92507 1.08849
C 2.82143 2.11759 2.47304
C 1.70744 3.24815 2.44672
C 0.73133 2.90120 1.27474
C -0.65102 3.63540 1.31314
C -1.68195 2.71854 0.51444
C -2.45650 3.49866 -0.59579
C -3.55097 2.59088 -1.32690
C -3.52886 1.08748 -0.91132
C -4.52889 0.18706 -1.71796
C -4.44340 -1.26357 -1.05868
B -5.49260 -1.42512 0.16243
C -5.13290 -0.92873 1.64331
C -6.00130 -1.58654 2.79895
O -7.01207 -2.48413 2.34223
H 9.84102 -0.95756 0.73455
H 9.70289 0.77986 1.30109
H 8.73800 -0.51485 2.12334
H 7.83387 1.18170 0.01186
H 8.14597 -0.36206 -0.84238
H 6.19443 0.04929 1.52798
H 6.76198 -1.57251 1.01498
H 5.44866 0.45001 -0.92747
H 6.17290 -1.11026 -1.37364
H 3.79649 -1.65644 -1.15608
H 4.68706 -2.34372 0.26178
H 3.65870 -0.68756 1.79956
H 2.40659 -1.28689 0.69510
H 1.87584 0.78975 0.07743
H 3.40232 0.89837 -0.80728
H 3.45662 2.88489 0.52266
H 4.62411 1.75851 1.26245
H 3.57782 2.38199 3.24137
H 2.32028 1.15568 2.72733
H 1.14257 3.10549 3.39839
H 2.16551 4.25335 2.38236
H 0.53065 1.80592 1.35579
H 1.21206 3.08336 0.29309
H -1.00760 3.88338 2.33064
H -0.57429 4.57836 0.71817
H -1.08483 1.93966 -0.00707
H -2.36330 2.28914 1.27451
H -2.87523 4.46380 -0.24777
H -1.71419 3.75707 -1.39039
H -4.56680 2.98275 -1.11098
H -3.37596 2.66659 -2.42311
H -3.70712 0.90995 0.17042
H -2.51316 0.66482 -1.10796
H -5.54007 0.62262 -1.58671
H -4.22520 0.05058 -2.77216
H -3.42080 -1.40073 -0.61878
H -4.54999 -2.06120 -1.82588
H -6.55013 -1.90799 -0.10614
H -4.06394 -1.09382 1.91829
H -5.28768 0.17770 1.73895
H -5.33105 -2.14137 3.49240
H -6.47709 -0.79700 3.43004
H -7.71416 -1.91744 2.01682
C -5.17559 1.25678 -6.05455
C -6.36391 0.80045 -5.22611
O -6.79776 1.76487 -4.28209
C -7.25427 2.99796 -4.81073
C -8.46653 2.85896 -5.71515
H -4.36994 1.61224 -5.40878
H -4.80177 0.43564 -6.66846
H -5.44499 2.07683 -6.72349
H -6.07185 -0.07958 -4.64982
H -7.19609 0.49126 -5.86790
H -6.43866 3.51959 -5.32271
H -7.52504 3.61236 -3.95019
H -8.21881 2.33305 -6.63970
H -8.85420 3.84242 -5.98575
H -9.25538 2.29202 -5.21734
C -0.26418 -2.89357 -2.30036
C 0.91690 -2.77291 -3.24834
O 2.08079 -3.44096 -2.79214
C 1.97368 -4.84404 -2.62393
C 1.65581 -5.58676 -3.91002
H 0.02322 -2.60178 -1.28810
H -1.08606 -2.25657 -2.63253
H -0.63640 -3.91917 -2.25252
H 1.18992 -1.71976 -3.33872
H 0.64982 -3.11341 -4.25474
H 1.24436 -5.08058 -1.84193
H 2.94514 -5.17776 -2.25490
H 0.64919 -5.35815 -4.26674
H 1.71556 -6.66472 -3.75161
H 2.35479 -5.30557 -4.69989
C 2.33336 -1.91554 4.93817
C 3.79022 -1.48890 4.98322
O 3.97303 -0.13901 5.37227
C 3.51933 0.20773 6.66902
C 4.22464 -0.54882 7.78126
H 1.74618 -1.21733 4.33792
H 2.24262 -2.91476 4.50897
H 1.89229 -1.94064 5.93696
H 4.21333 -1.57357 3.98030
H 4.37579 -2.15540 5.62592
H 2.43288 0.08778 6.73854
H 3.72281 1.27395 6.78378
H 3.97180 -1.61120 7.76649
H 3.93443 -0.15152 8.75526
H 5.30802 -0.46864 7.67457
*
```